No. 1
32
Properties=species:S:1:pos:R:3 method="wB97M-V/def2-TZVPD" e_above_lowest_kcal_mol=0.0 max_force_ha_per_bohr=0.022 total_charge=0 gap_ev=8.55 total_energy_ha=-1634.05783
O 2.76084 0.58019 -3.67795
C 2.28256 0.14126 -2.66401
C 0.78918 0.11963 -2.43136
H 0.27449 0.44884 -3.33292
H 0.48389 -0.88527 -2.14166
S 0.37224 1.25632 -1.04503
C -1.24567 0.71869 -0.69528
C -2.08196 -0.18743 -1.31516
C -3.33568 -0.41663 -0.76951
C -3.71581 0.27154 0.37385
C -2.84969 1.17470 0.95202
N -1.63958 1.39033 0.42023
O -0.78705 2.19399 0.90169
H -3.08336 1.74761 1.83525
H -4.68526 0.11387 0.81697
H -4.00608 -1.12014 -1.23523
H -1.76936 -0.69971 -2.20944
C 3.15406 -0.39571 -1.56496
H 4.09919 -0.74011 -1.98488
H 3.37890 0.39125 -0.83166
S 2.47234 -1.79522 -0.61060
C 1.59305 -1.03569 0.71913
C 0.35900 -1.54259 1.09058
C -0.33409 -0.99284 2.15164
C 0.23403 0.08893 2.81244
C 1.46319 0.55471 2.42015
N 2.16178 -0.01020 1.41239
O 3.30999 0.41866 1.11652
H 1.95506 1.39161 2.88956
H -0.27451 0.57523 3.62816
H -1.29504 -1.38525 2.44262
H -0.04066 -2.37059 0.52644

---

No. 2
34
Properties=species:S:1:pos:R:3 method="wB97M-V/def2-TZVPD" e_above_lowest_kcal_mol=20.6 s_squared=1.121 max_force_ha_per_bohr=0.083 total_charge=+1 spin_multiplicity=2 gap_ev="5.05 / 5.56" total_energy_ha=-4052.08700
Re -0.28406 0.65881 0.48019
S -1.25631 0.74484 2.63283
C 0.32912 1.14465 3.26463
S 1.50441 1.08264 1.96832
C 0.63116 1.46078 4.55717
C 1.95466 1.79820 4.91935
N 3.02668 2.10099 5.18703
C -0.34909 1.46579 5.57536
N -1.14127 1.46211 6.40175
C 0.73006 -2.10073 -1.62098
C 1.06646 -2.09250 -0.13084
C 1.37467 -3.50665 0.38825
C -0.07189 -1.48884 0.67036
H 1.50777 -2.60680 -2.18329
H 0.64417 -1.07987 -1.99463
H -0.21273 -2.61432 -1.79577
H 1.97763 -1.49730 0.02913
H 0.47666 -4.11789 0.43910
H 1.82286 -3.45784 1.37690
H 2.08584 -3.99008 -0.27605
H 0.04563 -1.74626 1.72734
H -1.03899 -1.86616 0.30379
Se -3.18719 1.68958 -2.23883
N -2.21712 2.68303 -3.26960
C -0.93457 2.63720 -2.91856
C 0.18212 3.32955 -3.42896
C 1.39518 3.11538 -2.81064
C 1.52406 2.22728 -1.73119
N 0.49596 1.55300 -1.23717
C -0.70487 1.77367 -1.81011
N -1.78158 1.17552 -1.29226
H 0.06903 4.00652 -4.25937
H 2.28284 3.62227 -3.15838
H 2.48222 2.04685 -1.26292

---

No. 3
41
Properties=species:S:1:pos:R:3 method="wB97M-V/def2-TZVPD" e_above_lowest_kcal_mol=1.7 max_force_ha_per_bohr=0.010 total_charge=0 gap_ev="5.52 / 5.83" total_energy_ha=-3099.66444
Ru -0.18297 -0.01392 0.00356
O -4.71296 -1.03017 -4.97923
C -3.94701 -0.81987 -4.09392
S -4.05300 -1.60956 -2.49663
C -2.60084 -0.91838 -1.83040
C -1.86789 -0.05332 -2.67120
S -0.44465 0.67526 -2.17472
S -2.49360 0.19994 -4.27547
S -2.10071 -1.29679 -0.28086
N 2.32742 0.17939 2.34735
C 1.25740 -0.62456 2.62589
N 1.10702 -1.30557 3.74175
N -0.09712 -1.89893 3.60905
N -0.64348 -1.60800 2.49327
N 0.19905 -0.78402 1.80797
C 2.50176 0.86372 1.17541
N 3.53384 1.63488 0.90765
N 3.26793 2.12959 -0.31972
N 2.15549 1.69451 -0.76939
N 1.61838 0.85870 0.16120
H 3.07525 0.20935 3.02156
C -1.69645 1.61750 2.53778
P -1.40567 1.72498 0.75574
C -3.06021 1.96670 0.05722
C -0.50493 3.26356 0.46709
C 0.50520 3.64372 1.34887
C 1.29520 4.74498 1.06953
C 1.07758 5.47902 -0.08755
C 0.06857 5.11178 -0.96416
C -0.71916 4.00478 -0.69156
H -0.76086 1.45776 3.07107
H -2.34755 0.76843 2.74613
H -2.16322 2.54360 2.87527
H -3.45870 2.91717 0.41380
H -3.70942 1.15300 0.37649
H -3.02385 1.97692 -1.03122
H 0.70555 3.06553 2.24305
H 2.09399 5.01685 1.74604
H 1.70513 6.33074 -0.31217
H -0.09779 5.67847 -1.87023
H -1.49062 3.71862 -1.39556

---

Copy entry 3 word for word.
41
Properties=species:S:1:pos:R:3 method="wB97M-V/def2-TZVPD" e_above_lowest_kcal_mol=1.7 max_force_ha_per_bohr=0.010 total_charge=0 gap_ev="5.52 / 5.83" total_energy_ha=-3099.66444
Ru -0.18297 -0.01392 0.00356
O -4.71296 -1.03017 -4.97923
C -3.94701 -0.81987 -4.09392
S -4.05300 -1.60956 -2.49663
C -2.60084 -0.91838 -1.83040
C -1.86789 -0.05332 -2.67120
S -0.44465 0.67526 -2.17472
S -2.49360 0.19994 -4.27547
S -2.10071 -1.29679 -0.28086
N 2.32742 0.17939 2.34735
C 1.25740 -0.62456 2.62589
N 1.10702 -1.30557 3.74175
N -0.09712 -1.89893 3.60905
N -0.64348 -1.60800 2.49327
N 0.19905 -0.78402 1.80797
C 2.50176 0.86372 1.17541
N 3.53384 1.63488 0.90765
N 3.26793 2.12959 -0.31972
N 2.15549 1.69451 -0.76939
N 1.61838 0.85870 0.16120
H 3.07525 0.20935 3.02156
C -1.69645 1.61750 2.53778
P -1.40567 1.72498 0.75574
C -3.06021 1.96670 0.05722
C -0.50493 3.26356 0.46709
C 0.50520 3.64372 1.34887
C 1.29520 4.74498 1.06953
C 1.07758 5.47902 -0.08755
C 0.06857 5.11178 -0.96416
C -0.71916 4.00478 -0.69156
H -0.76086 1.45776 3.07107
H -2.34755 0.76843 2.74613
H -2.16322 2.54360 2.87527
H -3.45870 2.91717 0.41380
H -3.70942 1.15300 0.37649
H -3.02385 1.97692 -1.03122
H 0.70555 3.06553 2.24305
H 2.09399 5.01685 1.74604
H 1.70513 6.33074 -0.31217
H -0.09779 5.67847 -1.87023
H -1.49062 3.71862 -1.39556